Record 1
The following is a DFT calculation (wB97M-V/def2-TZVPD) of C17H28CdNO2P2Te as an isolated structure in a non-equilibrium geometry.

The geometry in XYZ format:
```
52
Properties=species:S:1:pos:R:3:lowdin_charge:R:1
Cd -0.040 0.321 0.121 0.92
P 2.159 -1.073 0.059 0.73
C 2.390 -1.444 -1.721 -0.30
C 1.095 -1.793 -2.397 -0.34
N -0.046 -1.260 -1.946 0.03
C -1.230 -1.480 -2.529 -0.33
C -1.326 -2.288 -3.659 -0.01
C -0.154 -2.829 -4.175 -0.03
C 1.065 -2.591 -3.543 0.00
C -2.489 -0.884 -1.935 -0.28
P -2.214 0.624 -0.931 0.66
H 1.982 -3.039 -3.913 0.12
H -2.290 -2.447 -4.132 0.12
H -0.198 -3.443 -5.072 0.12
H -3.159 -0.632 -2.767 0.10
H -2.999 -1.653 -1.335 0.11
H 2.818 -0.532 -2.220 0.12
H 3.022 -2.321 -1.823 0.09
H 1.661 3.951 -2.497 0.05
O 2.164 3.228 -2.976 -0.12
H 2.443 3.775 -3.769 0.07
H -1.190 4.557 -0.384 0.04
O -0.915 5.250 -1.042 -0.09
H -1.425 6.046 -0.760 0.06
C -2.298 1.960 -2.138 -0.27
H -3.284 1.936 -2.627 0.06
H -2.184 2.927 -1.615 0.03
H -1.515 1.838 -2.910 0.06
C -3.638 0.747 0.163 -0.30
H -3.539 1.701 0.711 0.06
H -4.556 0.767 -0.444 0.06
H -3.673 -0.113 0.856 -0.01
C 2.176 -2.736 0.875 -0.27
H 3.112 -3.273 0.622 0.06
H 2.146 -2.590 1.976 0.03
H 1.314 -3.350 0.541 0.04
C 3.739 -0.339 0.549 -0.28
H 3.685 -0.131 1.630 0.05
H 4.586 -1.015 0.359 0.06
H 3.891 0.589 -0.026 0.05
Te -1.254 -1.484 2.019 0.65
C -0.525 -0.463 3.689 -0.73
C -1.301 0.609 4.213 -0.18
C -0.843 1.323 5.329 -0.10
C 0.385 1.016 5.932 -0.09
C 1.175 -0.007 5.393 -0.10
C 0.743 -0.744 4.278 -0.16
H -2.248 0.868 3.727 0.08
H -1.457 2.128 5.736 0.10
H 0.721 1.565 6.814 0.10
H 2.142 -0.240 5.847 0.10
H 1.375 -1.530 3.847 0.07
```

Output
HOMO (eV): -9.7
Net charge: +1
LUMO level (eV): -3.6

---

Record 2
The following is a DFT calculation (wB97M-V/def2-TZVPD) of C17H28ClO2PPt as an isolated structure in a non-equilibrium geometry.

The geometry in XYZ format:
```
50
Properties=species:S:1:pos:R:3:lowdin_charge:R:1
Cl 0.466 1.576 -2.194 0.07
C -0.172 -1.933 -5.156 0.07
C -0.432 -2.592 -3.911 0.02
C 0.710 -2.431 -3.087 0.00
H -1.354 -3.113 -3.646 0.14
C 1.679 -1.648 -3.797 -0.20
C 1.124 -1.350 -5.079 0.10
H 1.620 -0.752 -5.841 0.15
H -0.855 -1.897 -6.004 0.14
H 0.891 -2.854 -2.102 0.12
C 2.970 -1.181 -3.251 0.00
Pt -0.607 -0.297 -1.097 0.89
C -1.122 -2.004 -0.538 -0.37
C -1.996 0.171 -2.340 -0.34
O -1.492 -3.066 -0.253 0.17
O -2.816 0.484 -3.090 0.18
H 3.151 -1.622 -2.266 0.10
H 2.979 -0.090 -3.131 0.09
H 3.803 -1.460 -3.910 0.12
C 1.771 -1.170 1.803 -0.10
C 0.338 -0.801 2.220 -0.52
C 0.260 -0.464 3.712 -0.07
P -0.445 0.483 1.128 0.99
C -2.178 0.546 1.791 -0.51
C -2.490 1.754 2.664 -0.10
C -3.264 0.444 0.715 -0.12
C 0.506 2.084 1.150 -0.53
C 0.424 2.956 2.406 -0.08
C 1.983 1.912 0.750 -0.14
H 2.497 -0.405 2.118 0.08
H 1.874 -1.328 0.718 0.05
H 2.050 -2.111 2.305 0.10
H -0.299 -1.687 2.043 0.10
H 0.726 0.500 3.954 0.08
H -0.771 -0.454 4.083 0.08
H 0.795 -1.238 4.278 0.11
H -2.229 -0.361 2.418 0.11
H -2.545 2.672 2.065 0.10
H -3.478 1.613 3.121 0.11
H -1.772 1.889 3.477 0.07
H -3.106 -0.401 0.035 0.03
H -4.234 0.313 1.213 0.11
H -3.320 1.368 0.128 0.09
H 0.011 2.617 0.320 0.07
H 0.836 2.442 3.285 0.08
H 1.032 3.855 2.232 0.11
H -0.586 3.308 2.632 0.06
H 2.155 1.082 0.053 0.03
H 2.293 2.832 0.233 0.10
H 2.620 1.808 1.643 0.09
```

Output
Spin multiplicity: 5
HOMO (spin up / spin down) (eV): -14.1 / -16.5
Net charge: +2
LUMO level (spin up / spin down) (eV): -6.3 / -10.2

---

Record 3
The following is a DFT calculation (wB97M-V/def2-TZVPD) of C17H28F3MgO6S as an isolated structure.

The geometry in XYZ format:
```
56
Properties=species:S:1:pos:R:3:lowdin_charge:R:1
Mg 0.409 0.612 -0.129 0.71
C -0.536 -4.647 0.639 -0.05
C 0.755 -4.114 1.270 -0.36
C 1.956 -4.313 0.356 -0.07
C 0.599 -2.690 1.779 -0.19
C -0.481 -2.374 2.613 0.00
C -0.592 -1.144 3.231 -0.01
C 0.386 -0.161 3.064 -0.27
C 0.368 1.088 3.896 -0.03
C 1.424 -0.436 2.181 -0.08
C 1.532 -1.687 1.554 -0.05
H -0.359 -5.611 0.161 0.09
H -0.932 -3.964 -0.113 0.07
H -1.318 -4.795 1.381 0.08
H 0.944 -4.717 2.165 0.15
H 1.860 -3.772 -0.592 0.06
H 2.055 -5.368 0.105 0.09
H 2.887 -3.999 0.827 0.08
H -1.237 -3.123 2.809 0.12
H -1.426 -0.953 3.894 0.13
H 0.737 0.852 4.896 0.10
H -0.637 1.493 3.998 0.08
H 1.009 1.864 3.482 0.08
H 2.225 0.291 2.069 0.13
H 2.409 -1.890 0.952 0.09
C 3.279 -0.428 -1.533 -0.03
O 2.309 0.539 -1.105 -0.25
C 2.336 1.752 -1.894 -0.13
C 1.182 1.700 -2.865 -0.12
O 0.031 1.337 -2.093 -0.21
C -1.034 0.697 -2.808 -0.12
C -1.668 -0.289 -1.841 -0.12
O -0.637 -0.959 -1.086 -0.23
C 0.086 -1.912 -1.872 -0.03
H 4.280 -0.057 -1.315 0.11
H 3.095 -1.348 -0.986 0.08
H 3.172 -0.615 -2.604 0.11
H 2.241 2.584 -1.198 0.13
H 3.290 1.833 -2.415 0.15
H 1.026 2.668 -3.347 0.15
H 1.334 0.936 -3.635 0.14
H -1.759 1.443 -3.138 0.15
H -0.611 0.203 -3.686 0.13
H -2.290 0.211 -1.102 0.13
H -2.267 -1.030 -2.372 0.15
H -0.611 -2.623 -2.316 0.12
H 0.660 -1.414 -2.657 0.10
H 0.756 -2.436 -1.196 0.06
F -2.144 3.281 -1.111 0.15
C -1.207 3.869 -0.368 -0.64
F -1.702 4.959 0.182 0.18
F -0.189 4.194 -1.164 0.15
S -0.627 2.699 0.976 0.61
O 0.811 2.443 0.677 -0.32
O -0.948 3.344 2.197 -0.21
O -1.280 1.396 0.681 -0.31
```

Output
HOMO (eV): -11.8
Net charge: +1
LUMO level (eV): -2.3

---

Record 4
The following is a DFT calculation (wB97M-V/def2-TZVPD) of C17H28F5GaNOYb as an isolated structure in a non-equilibrium geometry.

The geometry in XYZ format:
```
54
Properties=species:S:1:pos:R:3:lowdin_charge:R:1
C 3.949 0.616 3.443 0.05
C 3.118 -0.047 2.828 -0.22
C 1.998 -0.738 1.969 -0.20
Ga 2.043 0.245 0.126 0.39
C 0.730 1.830 0.331 -0.24
C -0.717 1.273 0.725 -0.26
C -1.744 2.456 1.129 -0.19
C -2.743 2.724 -0.095 -0.21
C -3.950 1.694 -0.177 -0.19
C -3.795 0.641 -1.396 -0.20
C -4.371 -0.794 -1.059 -0.16
C -3.640 -1.516 0.152 -0.24
O -4.323 -2.769 0.410 -0.22
C -3.766 -3.418 1.563 -0.13
N 3.820 0.995 -0.055 0.01
C 4.741 0.112 -0.304 -0.48
C 4.753 -1.402 0.146 -0.06
C 6.031 0.618 -1.108 -0.09
C 1.562 -1.060 -1.403 -0.32
F 2.704 -1.333 -2.289 -0.12
F 1.204 -2.283 -0.808 0.06
C 0.327 -0.600 -2.347 -0.39
F 0.250 0.822 -2.614 -0.01
F -0.823 -1.145 -1.878 0.17
F 0.558 -1.234 -3.647 0.03
H 4.738 1.388 3.647 0.05
H 2.250 -1.816 1.758 0.05
H 1.014 -0.579 2.491 0.05
H 0.718 2.499 -0.587 0.03
H 1.083 2.458 1.217 0.08
H -1.151 0.823 -0.223 0.06
H -0.673 0.511 1.565 0.10
H -1.192 3.384 1.457 0.11
H -2.391 2.127 2.010 0.11
H -3.139 3.787 0.002 0.11
H -2.132 2.687 -1.058 0.10
H -4.877 2.303 -0.447 0.11
H -4.187 1.170 0.793 0.10
H -4.358 1.073 -2.287 0.11
H -2.703 0.643 -1.686 0.06
H -5.451 -0.651 -0.731 0.13
H -4.321 -1.504 -1.939 0.12
H -3.619 -0.851 1.071 0.11
H -2.560 -1.796 -0.071 0.11
H -4.475 -4.262 1.851 0.10
H -2.766 -3.905 1.358 0.09
H -3.741 -2.706 2.450 0.10
H 3.831 -1.991 -0.122 0.06
H 4.985 -1.506 1.247 0.10
H 5.618 -1.910 -0.401 0.09
H 5.923 1.706 -1.378 0.07
H 6.894 0.565 -0.360 0.10
H 6.318 -0.061 -1.964 0.07
Yb 2.562 0.785 -3.257 1.73
```

Output
HOMO (eV): -10.7
Net charge: +1
LUMO level (eV): -6.2